[1]
A cluster of 5 separate species, C38H82N4O5S in total at a distorted geometry. Source: the OMol25 dataset; level of theory: wB97M-V/def2-TZVPD.

Positions of all 130 atoms, in Å:
C: 0.515 2.795 1.781
S: 1.661 2.096 2.980
O: 1.093 2.386 4.318
C: 1.181 0.407 2.626
H: 0.807 2.517 0.765
H: 0.564 3.878 1.875
H: -0.483 2.394 1.954
H: 1.945 -0.334 2.841
H: 1.037 0.325 1.536
H: 0.192 0.231 3.039
C: -0.835 -3.118 2.485
C: -2.199 -3.305 1.825
C: -2.140 -2.874 0.351
C: -1.591 -3.946 -0.554
C: -2.361 -5.246 -0.389
C: -2.283 -5.784 1.030
N: -2.660 -4.702 1.933
O: -2.528 -5.161 3.272
C: -3.282 -6.921 1.213
C: -0.863 -6.329 1.288
C: -3.239 -2.446 2.528
H: -0.405 -2.151 2.224
H: -0.100 -3.853 2.152
H: -0.882 -3.201 3.570
H: -3.146 -2.587 0.026
H: -1.517 -1.980 0.255
H: -0.507 -4.022 -0.408
H: -1.631 -3.608 -1.596
H: -1.982 -5.967 -1.117
H: -3.399 -5.036 -0.669
H: -3.120 -7.717 0.485
H: -3.158 -7.366 2.202
H: -4.304 -6.544 1.162
H: -0.673 -7.171 0.613
H: -0.095 -5.600 1.029
H: -0.742 -6.688 2.307
H: -4.241 -2.810 2.301
H: -3.142 -1.405 2.217
H: -3.114 -2.501 3.613
H: -3.337 -4.867 3.702
C: -0.748 6.316 -0.184
C: -2.259 6.146 -0.121
C: -2.787 7.035 1.016
C: -4.297 7.349 0.939
C: -4.655 7.924 -0.419
C: -4.219 7.036 -1.576
N: -2.853 6.577 -1.381
O: -2.428 5.773 -2.454
C: -5.243 5.895 -1.731
C: -4.293 7.872 -2.867
C: -2.602 4.676 0.242
H: -0.314 5.649 -0.930
H: -0.308 6.136 0.796
H: -0.529 7.336 -0.506
H: -2.683 6.531 1.978
H: -2.224 7.971 1.014
H: -4.510 8.064 1.735
H: -4.865 6.438 1.144
H: -4.241 8.935 -0.504
H: -5.736 8.084 -0.484
H: -6.242 6.307 -1.872
H: -5.023 5.264 -2.596
H: -5.281 5.249 -0.851
H: -3.676 8.768 -2.787
H: -4.012 7.274 -3.730
H: -5.323 8.215 -2.991
H: -3.673 4.567 0.417
H: -2.128 4.436 1.196
H: -2.260 3.964 -0.510
H: -2.798 4.887 -2.318
C: -1.389 -1.093 -3.051
C: -0.027 -0.425 -3.124
C: 0.407 -0.383 -4.584
C: 1.534 0.573 -4.890
C: 1.142 1.953 -4.387
C: 0.872 1.963 -2.891
N: -0.127 0.941 -2.597
O: -0.484 0.930 -1.220
C: 2.183 1.770 -2.091
C: 0.307 3.341 -2.518
C: 0.993 -1.256 -2.332
H: -1.590 -1.448 -2.044
H: -1.443 -1.963 -3.712
H: -2.120 -0.374 -3.421
H: 0.655 -1.403 -4.903
H: -0.449 -0.166 -5.237
H: 1.728 0.633 -5.966
H: 2.514 0.300 -4.488
H: 0.190 2.225 -4.861
H: 1.859 2.728 -4.659
H: 1.973 1.535 -1.046
H: 2.794 0.963 -2.494
H: 2.782 2.680 -2.111
H: 1.079 3.974 -2.080
H: -0.099 3.904 -3.361
H: -0.479 3.292 -1.763
H: 0.865 -2.312 -2.596
H: 0.784 -1.169 -1.264
H: 2.040 -1.033 -2.528
H: -1.242 1.521 -1.207
C: 2.371 -2.847 0.400
C: 3.399 -3.452 1.343
C: 3.812 -4.834 0.865
C: 4.989 -5.348 1.676
C: 6.179 -4.403 1.542
C: 5.875 -2.946 1.916
N: 4.584 -2.591 1.338
O: 4.237 -1.248 1.662
C: 6.015 -2.761 3.423
C: 6.943 -2.066 1.247
C: 2.721 -3.570 2.733
H: 1.941 -1.932 0.806
H: 2.863 -2.548 -0.534
H: 1.571 -3.545 0.153
H: 2.975 -5.531 0.930
H: 4.102 -4.751 -0.190
H: 4.701 -5.492 2.722
H: 5.310 -6.343 1.352
H: 6.626 -4.501 0.554
H: 6.943 -4.752 2.246
H: 5.903 -1.715 3.722
H: 7.003 -3.099 3.739
H: 5.283 -3.286 4.038
H: 7.830 -1.944 1.865
H: 6.532 -1.082 1.018
H: 7.249 -2.491 0.290
H: 2.207 -2.646 2.999
H: 2.046 -4.424 2.809
H: 3.457 -3.711 3.523
H: 4.256 -0.805 0.808

Forces on atoms 1 to 3 (eV/Å):
0.11 0.05 -0.41
-0.24 -0.30 -0.07
0.07 0.27 0.28

Output
Max |F|   1.6 eV/A
Relative energy (zero: lowest compared OMol25 entry of this formula, charge and spin)   40.7 kJ/mol
Orbital gap   8.608 eV
HOMO energy   -0.3036 Eh



[2]
A cluster of 10 separate species, C38H85BrN20O13S in total at a distorted geometry. Source: the OMol25 dataset; level of theory: wB97M-V/def2-TZVPD.

Positions of all 158 atoms, in Å:
C: -3.437 -3.591 -1.347
C: -1.816 -3.946 -1.254
C: -0.935 -2.725 -0.540
Br: -1.245 -3.052 1.454
C: 0.644 -2.701 -0.955
C: 1.486 -1.930 0.272
C: 0.948 -0.413 0.578
C: 1.558 0.028 2.040
N: 2.950 0.685 1.946
C: 3.066 1.472 3.238
C: 4.550 2.103 3.532
C: 4.598 3.669 4.118
C: 6.002 4.454 4.461
C: 7.439 3.669 4.176
C: 7.403 2.124 3.611
C: 5.990 1.349 3.313
O: 6.056 -0.045 2.842
C: 1.179 -4.270 -0.849
S: 1.396 -5.142 -2.482
O: 0.321 -6.272 -2.729
O: 2.767 -5.920 -2.408
O: 1.505 -4.084 -3.809
C: 2.056 -2.814 -3.337
C: 2.729 -1.887 -4.533
C: 4.388 -1.753 -4.360
N: 4.737 -0.258 -4.524
C: 1.024 -1.942 -2.351
C: -0.205 -1.220 -3.148
C: -1.175 -2.146 -4.049
C: -1.346 -1.631 -5.631
C: -1.765 -0.049 -5.746
C: -2.485 -2.665 -6.284
C: -3.995 -2.026 -6.325
C: -4.249 -1.428 -7.832
C: -5.026 -0.194 -8.168
C: -4.957 1.216 -7.334
C: -6.018 -0.198 -9.515
H: -3.767 -3.299 -0.250
H: -3.681 -2.689 -2.051
H: -4.035 -4.581 -1.637
H: -1.748 -4.861 -0.490
H: -1.360 -4.332 -2.256
H: -1.535 -1.743 -0.755
H: 1.636 -2.609 1.216
H: 2.582 -1.795 -0.186
H: 1.387 0.353 -0.222
H: -0.215 -0.290 0.612
H: 0.775 0.691 2.604
H: 1.722 -0.969 2.667
H: 3.603 -0.129 1.954
H: 2.328 2.402 3.123
H: 2.699 0.852 4.170
H: 3.564 4.217 4.312
H: 5.994 5.544 4.893
H: 8.475 4.192 4.376
H: 8.415 1.561 3.415
H: 6.657 -0.507 3.528
H: 2.258 -4.240 -0.339
H: 0.522 -4.926 -0.099
H: 2.971 -3.091 -2.622
H: 2.337 -0.786 -4.567
H: 2.589 -2.420 -5.591
H: 4.761 -2.042 -3.290
H: 4.982 -2.356 -5.168
H: 5.769 -0.204 -4.383
H: 4.334 0.211 -3.658
H: 1.723 -1.022 -2.032
H: -0.874 -0.537 -2.434
H: 0.302 -0.431 -3.890
H: -2.276 -2.060 -3.595
H: -0.939 -3.283 -4.113
H: -0.338 -1.904 -6.162
H: -0.872 0.696 -5.566
H: -2.650 0.272 -5.020
H: -2.167 0.150 -6.837
H: -2.548 -3.613 -5.562
H: -2.121 -3.109 -7.330
H: -4.752 -2.941 -6.203
H: -4.247 -1.289 -5.451
H: -3.757 -2.036 -8.731
H: -3.973 1.368 -6.702
H: -4.971 2.101 -8.136
H: -5.914 1.401 -6.660
H: -7.111 0.137 -9.244
H: -5.968 -1.225 -10.098
H: -5.596 0.615 -10.261
N: 7.164 4.349 9.460
C: 7.131 4.503 8.124
N: 7.042 3.354 7.430
O: 7.178 5.598 7.585
H: 7.126 3.456 9.922
H: 7.231 5.189 10.019
H: 7.014 3.426 6.422
H: 7.002 2.444 7.856
N: 8.842 2.059 13.347
C: 7.619 2.301 12.840
N: 6.653 1.485 13.298
O: 7.405 3.189 12.031
H: 9.038 1.332 14.014
H: 9.598 2.651 13.029
H: 5.718 1.633 12.941
H: 6.810 0.748 13.964
N: 1.474 7.593 3.164
C: 2.334 7.207 4.124
N: 2.128 7.782 5.323
O: 3.228 6.400 3.924
H: 0.732 8.256 3.310
H: 1.594 7.184 2.247
H: 2.753 7.518 6.073
H: 1.397 8.448 5.507
N: -8.051 -4.039 -9.293
C: -7.162 -4.043 -10.302
N: -7.561 -4.717 -11.396
O: -6.080 -3.482 -10.231
H: -8.947 -4.495 -9.333
H: -7.790 -3.542 -8.451
H: -6.921 -4.745 -12.179
H: -8.448 -5.186 -11.473
N: -12.028 -2.695 -7.588
C: -10.988 -2.038 -8.132
N: -11.283 -1.352 -9.250
O: -9.867 -2.062 -7.649
H: -12.958 -2.687 -7.971
H: -11.849 -3.225 -6.745
H: -10.528 -0.843 -9.691
H: -12.200 -1.319 -9.663
N: 3.081 2.627 -0.564
C: 2.088 3.015 -1.385
N: 2.262 4.231 -1.935
O: 1.110 2.321 -1.611
H: 3.895 3.184 -0.365
H: 2.990 1.718 -0.129
H: 1.537 4.561 -2.559
H: 3.060 4.817 -1.760
N: -2.892 9.225 4.457
C: -1.852 9.882 3.913
N: -2.148 10.569 2.795
O: -0.731 9.858 4.396
H: -3.823 9.233 4.074
H: -2.713 8.696 5.300
H: -1.393 11.078 2.354
H: -3.065 10.601 2.382
N: -1.407 -5.985 4.847
C: -2.486 -5.746 5.614
N: -3.044 -4.536 5.434
O: -2.924 -6.563 6.410
H: -1.032 -5.325 4.187
H: -0.957 -6.885 4.952
H: -3.858 -4.316 5.992
H: -2.698 -3.850 4.784
N: -0.599 -3.013 8.214
C: -0.403 -3.893 9.213
N: -1.064 -5.056 9.070
O: 0.316 -3.656 10.170
H: -1.187 -3.190 7.417
H: -0.119 -2.125 8.282
H: -0.945 -5.746 9.800
H: -1.661 -5.270 8.289

Forces on atoms 1 to 3 (eV/Å):
0.51 -0.38 0.86
-0.41 -0.72 1.08
-1.46 -0.39 -2.01

Output
Max |F|   9.1 eV/A
Orbital gap   7.243 eV
HOMO energy   -0.2687 Eh



[3]
A cluster of 6 separate species, C38H86IN2O11Si in total at a distorted geometry. Source: the OMol25 dataset; level of theory: wB97M-V/def2-TZVPD.

Positions of all 139 atoms, in Å:
C: 1.145 0.738 3.430
C: 0.666 0.421 2.273
C: -0.756 0.033 1.979
N: -1.591 1.041 1.220
Si: -2.725 -0.087 0.223
C: -4.087 0.840 -0.676
C: -1.782 -1.080 -1.064
C: -3.598 -1.332 1.351
C: -0.948 1.871 0.164
C: -1.490 3.315 0.217
C: -2.099 3.833 -1.114
C: -1.185 3.766 -2.345
C: -0.577 4.414 0.805
C: 0.796 4.591 0.099
C: 1.939 4.227 1.085
C: 3.193 3.691 0.358
N: 3.182 2.213 0.599
C: 3.971 1.444 -0.261
C: 5.327 1.905 -0.736
O: 3.545 0.380 -0.591
C: -2.753 3.275 1.184
C: -2.486 1.963 1.968
I: -1.848 2.616 3.953
H: 2.215 0.808 3.531
H: 0.568 0.902 4.327
H: 1.358 0.374 1.444
H: -0.732 -0.938 1.486
H: -1.249 -0.126 2.935
H: -4.780 0.063 -1.003
H: -4.658 1.533 -0.066
H: -3.709 1.296 -1.588
H: -2.400 -1.335 -1.918
H: -1.312 -1.959 -0.631
H: -0.953 -0.498 -1.474
H: -3.115 -1.466 2.317
H: -4.575 -0.898 1.567
H: -3.744 -2.274 0.839
H: -1.143 1.592 -0.870
H: 0.132 2.000 0.187
H: -2.394 4.872 -1.001
H: -3.022 3.301 -1.328
H: -0.632 2.827 -2.437
H: -0.444 4.555 -2.318
H: -1.763 3.859 -3.258
H: -0.387 4.305 1.870
H: -1.125 5.346 0.688
H: 0.924 3.914 -0.742
H: 0.931 5.614 -0.234
H: 2.169 5.039 1.771
H: 1.549 3.416 1.701
H: 4.095 4.158 0.733
H: 3.052 3.830 -0.715
H: 2.238 1.941 0.351
H: 5.978 2.014 0.129
H: 5.216 2.826 -1.304
H: 5.714 1.128 -1.380
H: -3.719 3.338 0.698
H: -2.715 4.056 1.922
H: -3.390 1.424 2.236
C: 5.517 -5.021 -2.409
O: 4.259 -4.364 -2.389
C: 4.337 -3.029 -1.910
C: 4.348 -2.015 -3.033
O: 5.520 -2.110 -3.832
C: 5.317 -2.825 -5.039
H: 5.423 -5.902 -3.043
H: 6.306 -4.382 -2.812
H: 5.790 -5.343 -1.398
H: 5.210 -2.901 -1.264
H: 3.441 -2.858 -1.303
H: 4.342 -1.016 -2.590
H: 3.450 -2.115 -3.652
H: 4.809 -2.184 -5.769
H: 4.732 -3.734 -4.884
H: 6.293 -3.104 -5.434
C: 0.793 -4.071 0.623
O: 0.773 -5.469 0.427
C: 2.031 -5.983 -0.006
C: 2.816 -6.587 1.139
O: 3.190 -5.606 2.098
C: 2.342 -5.586 3.234
H: -0.082 -3.806 1.221
H: 1.691 -3.743 1.152
H: 0.730 -3.554 -0.344
H: 2.612 -5.204 -0.508
H: 1.822 -6.767 -0.739
H: 3.740 -7.012 0.739
H: 2.251 -7.395 1.613
H: 2.595 -6.411 3.907
H: 1.287 -5.654 2.958
H: 2.507 -4.644 3.757
C: 2.272 0.909 -9.221
O: 3.568 1.328 -8.827
C: 4.300 0.315 -8.152
C: 5.280 -0.384 -9.073
O: 4.617 -1.110 -10.095
C: 4.578 -0.422 -11.335
H: 1.907 1.614 -9.967
H: 2.282 -0.091 -9.659
H: 1.594 0.924 -8.360
H: 3.621 -0.407 -7.688
H: 4.863 0.807 -7.352
H: 5.852 -1.109 -8.485
H: 5.985 0.334 -9.502
H: 5.547 -0.502 -11.839
H: 4.320 0.632 -11.210
H: 3.819 -0.896 -11.957
C: -8.483 2.506 -0.033
O: -7.966 1.403 0.698
C: -7.125 1.789 1.769
C: -7.849 1.770 3.101
O: -8.874 2.744 3.153
C: -10.169 2.210 2.910
H: -9.325 2.149 -0.623
H: -8.830 3.305 0.625
H: -7.718 2.899 -0.712
H: -6.688 2.777 1.580
H: -6.304 1.059 1.808
H: -7.131 2.018 3.891
H: -8.247 0.772 3.310
H: -10.539 1.703 3.807
H: -10.172 1.512 2.071
H: -10.833 3.041 2.677
C: -0.697 -1.829 6.625
O: -0.719 -0.412 6.700
C: -1.957 0.103 7.175
C: -1.901 0.459 8.647
O: -1.716 -0.688 9.457
C: -0.371 -0.871 9.875
H: 0.343 -2.144 6.545
H: -1.135 -2.291 7.511
H: -1.236 -2.168 5.732
H: -2.769 -0.605 6.980
H: -2.156 1.010 6.598
H: -2.859 0.904 8.933
H: -1.117 1.199 8.836
H: -0.139 -0.191 10.701
H: 0.336 -0.706 9.059
H: -0.267 -1.896 10.225

Forces on atoms 1 to 3 (eV/Å):
0.92 0.30 1.88
-0.81 -0.18 -2.29
0.81 0.50 1.35

Output
Max |F|   3.0 eV/A
Total charge   +1
Orbital gap   7.609 eV
HOMO energy   -0.3840 Eh